Computed, not measured: 3 unconnected molecules or ions with the total composition C19H30BClF16O7P2, with wB97M-V/def2-TZVPD.

Geometry as XYZ:
```
76
C19H30BClF16O7P2, DFT wB97M-V/def2-TZVPD
H -0.910 3.495 -1.575
H -2.332 -2.176 -3.658
H -4.700 -3.952 -4.988
H -2.490 2.450 -5.464
O -0.986 1.951 -3.191
C -2.794 -3.200 -3.988
H -3.700 3.906 -5.379
P -3.523 -0.512 -5.714
Cl 2.587 0.349 -3.122
O -4.416 0.598 -6.715
F 1.500 0.958 6.892
H 1.349 -2.376 7.961
F 1.489 -0.765 10.253
H -0.439 4.394 -3.873
C -3.877 -3.117 -5.216
C 2.712 0.525 7.314
H -0.049 -0.037 -7.568
F 0.302 1.430 8.852
C -0.693 0.000 -6.567
F -0.206 -1.989 9.654
H -0.257 -0.848 -4.450
H -2.208 -1.135 -7.853
H 3.490 0.065 3.402
O -3.194 0.196 -4.324
F 2.665 1.519 9.491
C -0.364 0.305 9.201
H -5.212 1.726 -4.955
C -1.960 -1.067 -6.688
H 3.119 -0.358 -1.168
H -1.550 -2.121 -6.388
F 1.239 -1.802 1.879
F -0.926 0.558 10.413
F 4.533 1.184 0.422
C 3.949 0.018 0.812
C 0.553 -0.911 9.279
H -3.340 -3.445 -6.217
H 0.630 -1.067 7.083
C 3.713 -0.876 -0.411
C -4.722 1.859 -6.022
H -3.271 -3.683 -3.014
O 2.589 -0.811 7.802
F 4.792 -0.534 1.717
H 1.130 -1.118 -5.778
H -0.373 1.651 -1.126
H -1.878 -3.863 -4.368
C -1.079 2.355 -1.779
H -3.421 2.506 -2.009
H -2.858 2.252 -0.191
C -3.439 2.931 -6.005
F 4.890 -1.257 -0.975
C 3.367 1.470 8.329
C -2.632 1.958 -1.301
C 0.344 -0.337 -5.340
B 0.224 2.477 -3.850
H -1.029 1.114 -6.440
H -5.555 2.408 -6.678
O 0.472 3.932 -3.850
H -2.837 0.795 -1.474
O -4.610 -1.845 -5.318
F 3.058 -2.018 -0.076
C 2.588 -0.097 2.803
O 2.737 0.391 1.467
H 3.666 -2.433 4.059
C 3.091 -2.606 3.146
F 1.207 -1.531 4.037
F 3.487 0.442 6.198
H 1.840 0.570 3.250
H -1.175 0.146 8.486
H -3.207 3.273 -7.101
H 4.385 1.150 8.565
C 1.249 -1.284 7.961
F 3.950 -2.688 2.105
C 2.035 -1.523 2.944
P 1.363 1.158 -4.715
F 2.506 -3.829 3.253
F 3.415 2.743 7.854
```

Energy relative to the best compared isomer or geometry (same formula, charge and spin) in kcal per mole: 185.9
SMILES: CCOB(O)P(Cl)CCCP(=O)(OCC)OCC.FC(F)C(F)(F)COC(F)(F)C(F)F.FC(F)C(F)(F)COC(F)(F)C(F)F
HOMO-LUMO gap in eV: 8.17


Computed, not measured: a molecular structure, C19H30Br3I2N4O4P2S2, with wB97M-V/def2-TZVPD.

Geometry as XYZ:
```
66
C19H30Br3I2N4O4P2S2, DFT wB97M-V/def2-TZVPD
C -1.547 -2.889 -0.989
H -2.196 -2.523 -1.890
C -3.985 -1.257 -6.938
H -0.161 -2.119 0.637
H 0.082 3.285 5.492
H 3.472 -1.769 -0.414
C -0.788 -4.352 -1.286
H 2.971 -5.866 -0.928
I -2.649 1.262 4.075
Br -4.759 -2.375 -5.547
N 2.589 -3.840 -0.241
C -1.997 5.517 1.461
C 1.612 -4.511 0.696
H 5.319 -1.936 1.111
H -0.302 4.630 -0.738
Br -2.083 -1.597 -7.166
H -3.074 5.710 -0.568
C 3.285 -2.648 0.372
H -4.474 -1.532 -7.878
C 0.754 5.147 4.158
C -1.517 2.005 0.505
H 4.728 -5.432 1.103
H -2.817 5.240 2.283
H 0.665 -2.146 -1.062
N -0.151 5.943 3.192
O -0.726 -1.568 -3.808
O 2.066 4.998 3.879
H -1.977 6.692 1.431
H 0.010 -4.200 -2.138
C -0.566 5.004 2.037
H -2.192 -3.113 -0.009
C -0.356 -1.870 -0.515
N -0.777 2.140 -1.941
Br -4.352 0.630 -6.638
S 2.115 -4.779 2.334
H 4.735 -3.458 2.078
C -0.717 -0.275 -0.565
C -1.392 4.176 -0.887
S -0.102 -5.143 0.263
I 2.520 -0.753 -3.144
C -0.543 0.711 -1.791
C 4.797 -2.990 0.980
H 2.640 -2.145 1.240
N -1.223 2.645 -0.765
H -1.905 2.612 1.434
H 0.448 6.679 2.708
H -3.368 4.080 0.324
H 0.966 4.715 6.383
O 5.625 -3.789 0.064
C 4.922 -5.092 -0.016
H -1.618 -5.077 -1.713
P 0.157 -0.089 -3.429
H -0.579 3.930 2.539
C -2.508 4.862 0.054
C 3.546 -4.829 -0.870
H -2.883 -2.335 2.336
C -1.316 0.419 0.775
H 0.335 5.021 1.295
H -1.023 -1.409 -4.771
C 0.159 4.452 5.545
H 5.643 -5.849 -0.591
P -1.739 -0.385 2.447
O -3.146 -1.404 2.074
H -1.664 4.470 -2.013
H 3.857 -4.569 -1.972
H -0.845 4.938 5.913
```

Net charge: +1
HOMO-LUMO gap in eV: 5.43


Computed, not measured: a molecular structure, C19H30Cl3CsGeNO9Si, with wB97M-V/def2-TZVPD.

Geometry as XYZ:
```
65
C19H30Cl3CsGeNO9Si, DFT wB97M-V/def2-TZVPD
Cl 3.710 -4.496 -1.528
H 5.633 -2.494 -0.576
C -4.433 3.545 0.208
C 4.762 -0.819 -4.263
H 5.764 3.494 -0.380
C 3.025 0.799 -3.475
C 5.351 3.211 0.591
H 2.027 3.787 -0.178
H 4.669 -0.469 -5.294
H 5.227 2.240 -2.719
H 4.070 -1.648 -4.108
H 7.309 0.273 2.255
C -3.462 1.375 0.267
C 3.092 4.011 -0.134
C 4.455 0.307 -3.286
O -5.516 4.398 0.150
H 6.216 -1.003 2.814
H -2.988 5.152 0.262
Cl 0.962 -2.191 -2.321
O 4.636 -0.262 -1.985
H 2.787 1.589 -2.763
O -0.471 4.909 0.010
Cs 0.025 -0.316 0.258
H 3.208 4.891 0.501
O 2.867 -0.741 -0.061
H 7.123 -0.635 -1.356
H 2.211 2.219 1.656
C 7.534 -0.561 -0.349
H 5.378 1.881 -4.450
H 7.851 -1.420 2.261
H 2.319 -0.021 -3.343
C -3.606 -0.162 0.295
O 5.391 0.004 0.560
H 8.389 -1.237 -0.267
O 0.167 3.019 1.050
Si 4.144 0.200 -0.487
H 5.777 -1.188 -4.104
C -2.085 3.212 0.348
H -6.303 3.846 0.097
C 5.972 -2.348 0.450
H 6.464 1.099 -3.281
C 3.878 2.845 0.443
H 6.775 -3.066 0.638
H -5.566 1.690 0.130
Cl 1.572 -3.300 0.938
C -0.659 3.765 0.471
C 6.997 -0.761 2.092
C -4.597 2.171 0.199
H 5.926 2.372 0.984
H 2.903 1.197 -4.486
Ge 2.627 -2.437 -0.821
H 7.874 0.463 -0.185
N -2.236 1.887 0.337
H 3.401 3.190 2.511
C 3.281 2.397 1.770
O -4.704 -0.618 -0.066
O -2.584 -0.777 0.691
H 3.469 4.249 -1.133
C -3.164 4.086 0.275
C 6.462 -0.926 0.675
O 3.776 1.777 -0.523
H 5.450 4.060 1.271
H 5.146 -2.579 1.125
H 3.788 1.501 2.139
C 5.445 1.456 -3.446
```

Net charge: -2
<S²>: 0.754
Spin multiplicity: 2
Energy relative to the best compared isomer or geometry (same formula, charge and spin) in kcal per mole: 12.2
HOMO-LUMO gap (spin up / spin down) in eV: 6.15 / 6.99


Computed, not measured: C19H30ClN3OS in the gas phase, with wB97M-V/def2-TZVPD.

Geometry as XYZ:
```
55
C19H30ClN3OS, DFT wB97M-V/def2-TZVPD
H -2.479 -0.262 -1.426
H -2.261 2.575 2.003
C -1.285 -3.972 -1.201
H 0.073 -2.369 -0.721
C -2.221 -0.449 -0.385
H -0.887 3.449 1.310
H -0.636 -0.863 -2.536
C -0.356 2.212 3.002
C -0.981 -1.893 -2.515
N -1.925 -1.852 -0.197
C -0.491 -1.237 1.762
H -1.203 -4.467 -0.238
C -0.799 0.244 1.540
H 2.750 -1.783 -0.395
H -1.581 3.961 2.848
H -1.259 2.497 4.932
H -1.983 -1.948 -2.934
H -1.353 1.519 -0.126
H -0.313 -2.475 -3.145
H 0.975 2.226 -4.530
H -1.853 1.063 4.096
C -0.957 -2.478 -1.104
C 1.909 1.655 -1.915
N 2.123 0.029 1.405
H -0.239 1.064 4.820
C -1.336 3.096 2.236
C -1.076 0.480 0.053
H -3.111 -0.231 0.217
O 2.270 0.658 -4.117
H -0.366 -1.437 2.828
C 2.224 0.597 -2.761
C 2.527 -0.642 -2.180
H -0.599 -4.459 -1.890
C 1.994 1.887 -4.744
H 2.094 1.698 -5.811
H 0.429 -1.519 1.255
C -0.971 1.669 4.291
C 1.880 1.482 -0.542
C 2.503 -0.820 -0.812
H 2.957 -0.404 1.784
S 2.378 1.304 3.646
C 1.487 0.831 2.329
H -0.195 0.251 -0.540
H 1.690 2.629 -2.320
Cl 2.927 -1.965 -3.209
H -2.301 -4.098 -1.565
H 2.708 2.660 -4.444
C 2.157 0.243 0.023
H 1.635 2.316 0.097
N 0.183 1.147 2.151
H -1.419 -3.144 1.358
H -2.563 -1.863 1.761
H -1.736 0.450 2.069
C -1.646 -2.089 1.206
H 0.506 2.827 3.281
```

SMILES: COc1ccc(NC(=S)N(C(C)C)C2CCN(C(C)C)CC2)cc1Cl
HOMO-LUMO gap in eV: 8.50


Computed, not measured: C19H30N2O2 in the gas phase, with wB97M-V/def2-TZVPD.

Geometry as XYZ:
```
53
C19H30N2O2, DFT wB97M-V/def2-TZVPD
C -0.407 -1.854 1.505
N 0.034 -2.398 0.233
H -0.350 1.673 -2.257
H 1.087 0.325 1.276
C 4.164 1.980 0.333
H -1.185 -2.482 1.976
C -2.299 -3.088 -0.508
N 0.129 0.573 -0.573
C 0.101 0.580 0.882
H 1.284 0.106 -2.225
H -2.134 -4.124 -0.220
H -5.453 2.940 1.328
H 0.462 -1.864 2.172
H -2.925 -3.078 -1.396
H -3.997 2.916 2.338
C -0.974 -2.376 -0.814
O 3.292 0.951 0.236
H -0.528 -2.829 -1.701
H -1.834 -0.361 0.842
H 5.769 1.086 1.407
H 1.204 -4.077 -1.691
H -1.169 -1.327 -1.045
C 0.692 -3.686 0.388
H -0.151 1.584 1.246
C 1.412 0.199 -1.143
O -2.348 2.580 0.168
C -3.683 2.415 0.293
C -0.474 1.750 -1.174
H 1.658 -0.781 -0.731
H 2.453 2.769 -2.332
C -2.993 1.131 -1.388
H -5.140 1.207 -0.786
C -4.393 3.174 1.357
H -2.837 -2.587 0.293
C 3.952 2.862 -0.683
H -1.178 -0.121 2.459
C 5.141 1.976 1.454
C -4.130 1.532 -0.643
C -1.931 1.799 -0.855
C 1.696 -3.955 -0.731
H -0.005 2.689 -0.830
H -4.261 4.246 1.213
C -0.925 -0.416 1.438
H 2.399 -3.129 -0.806
H -0.025 -4.522 0.443
H -2.969 0.442 -2.207
C 2.882 2.338 -1.450
C 2.515 1.168 -0.853
H 4.624 1.970 2.413
H 2.248 -4.866 -0.514
H 5.770 2.859 1.394
H 1.239 -3.669 1.335
H 4.490 3.770 -0.866
```

Energy relative to the best compared isomer or geometry (same formula, charge and spin) in kcal per mole: 64.9
SMILES: CCN(CC)CCCN(Cc1ccc(C)o1)Cc1ccc(C)o1
HOMO-LUMO gap in eV: 8.73


Computed, not measured: C19H30N2O5 in the gas phase, with wB97M-V/def2-TZVPD.

Geometry as XYZ:
```
56
C19H30N2O5, DFT wB97M-V/def2-TZVPD
C -3.244 0.650 -2.406
H 1.401 -1.064 -1.918
O 3.858 -0.341 -1.051
H -1.598 1.939 -2.185
H 0.819 -1.752 1.326
H -0.337 3.609 1.479
H -2.076 -2.369 2.048
C -2.797 0.254 1.983
C 4.942 1.347 0.741
H -4.246 2.447 -1.731
H -3.331 -0.431 -2.265
C 0.178 -3.807 1.223
H 0.385 -4.837 -0.667
H 4.887 -1.873 -1.804
C 2.699 1.515 -0.125
H -1.532 -1.815 0.457
C 0.317 1.799 -0.515
C 1.501 2.244 0.047
O -2.909 2.534 0.373
H 0.238 -2.404 2.860
C 0.298 0.600 -1.222
H -0.302 -3.214 -0.806
H -1.021 -0.273 3.037
H -3.667 -0.509 0.218
H 1.419 -3.420 -0.494
H 0.097 4.572 0.044
C 3.849 -1.544 -1.779
H 3.492 -1.395 -2.802
C 0.056 -2.387 1.782
O 3.784 2.097 0.454
H -0.737 -4.358 1.448
C -1.383 -0.329 2.007
C -0.981 0.046 -1.730
O 1.617 3.373 0.795
H -3.559 0.895 -3.426
C -4.100 1.420 -1.390
H 5.543 1.991 1.382
H 3.240 -2.310 -1.289
N -3.376 0.348 0.660
C 0.430 -3.821 -0.280
C 1.463 -0.136 -1.376
C -1.320 -1.776 1.525
H -2.777 1.272 2.380
H -0.597 2.344 -0.344
C -3.398 1.498 -0.036
C 0.468 4.165 0.990
C 2.671 0.321 -0.863
H 0.786 4.983 1.633
H 4.702 0.425 1.275
H -5.076 0.945 -1.283
H 1.002 -4.322 1.725
H -0.727 0.287 1.389
O -1.247 -1.145 -1.706
H -3.461 -0.358 2.602
H 5.505 1.104 -0.163
N -1.846 0.963 -2.229
```

Energy relative to the best compared isomer or geometry (same formula, charge and spin) in kcal per mole: 0.0
SMILES: CCCCCCNC(=O)CCNC(=O)c1cc(OC)c(OC)c(OC)c1
HOMO-LUMO gap in eV: 8.83


Computed, not measured: a molecular structure, C19H30N5RuS2Sb, with wB97M-V/def2-TZVPD.

Geometry as XYZ:
```
58
C19H30N5RuS2Sb, DFT wB97M-V/def2-TZVPD
C -1.009 -2.352 3.662
N -2.839 -1.427 -3.742
H 4.828 -0.807 -2.196
N -1.164 -0.545 2.072
S -1.218 1.844 0.026
C 2.683 -3.037 -0.774
C -2.835 4.451 0.605
H 4.839 0.625 -3.211
N -2.130 0.613 -3.726
H 1.630 -3.215 -0.542
C -3.526 -0.745 -4.717
H 2.902 1.622 -1.931
C 3.360 -2.090 0.221
H -3.866 -3.216 -4.012
H -1.585 1.432 -3.509
C -2.173 2.170 1.452
H 2.762 -2.701 -1.811
C -1.738 -1.597 4.574
H -2.110 -3.399 -3.803
H 3.183 -4.008 -0.725
H 5.210 -0.505 2.184
H -3.669 1.810 4.313
H 2.454 0.060 -2.604
H -3.368 1.388 -5.308
H 4.420 -1.946 0.015
C -1.993 -0.584 -3.134
C 5.273 0.392 1.573
H -1.951 5.062 0.768
C 4.004 1.072 1.343
H -4.263 -1.230 -5.336
H 3.238 -2.395 1.259
Sb 2.394 -0.216 -0.078
H -0.163 -2.333 1.706
H -2.733 0.245 4.933
C -1.897 0.158 2.951
H -3.160 -3.009 -2.398
C -3.525 3.339 2.758
H 3.976 1.932 0.675
H 5.894 0.254 0.689
C -0.742 -1.784 2.445
Ru -0.535 -0.230 0.123
H -2.862 4.055 -0.405
H 5.831 1.140 2.186
H 5.279 0.774 -1.521
N -2.408 1.437 2.574
S -0.833 -1.096 -1.939
C -2.178 -0.335 4.215
N -2.833 3.323 1.567
H -3.738 5.025 0.787
C 4.607 0.260 -2.209
H -1.966 -1.981 5.561
C 3.147 0.559 -1.912
H 3.261 1.073 2.142
H -4.137 4.176 3.052
C -2.997 -2.871 -3.462
H -0.655 -3.347 3.894
C -3.283 2.171 3.380
C -3.091 0.542 -4.702
```

Net charge: +4
<S²>: 6.035
Spin multiplicity: 5
HOMO-LUMO gap (spin up / spin down) in eV: 6.57 / 5.25


Computed, not measured: 3 unconnected molecules or ions with the total composition C19H30NO10P3S, with wB97M-V/def2-TZVPD.

Geometry as XYZ:
```
64
C19H30NO10P3S, DFT wB97M-V/def2-TZVPD
H -5.983 -5.999 -3.763
H 2.003 -0.452 3.917
P 4.031 -1.389 1.871
H 6.465 -1.184 2.949
O -1.000 6.858 2.479
H -2.940 0.036 -1.536
H 4.332 -4.453 0.586
N 0.097 5.945 0.437
S -4.709 -0.615 0.584
H 4.455 3.212 3.881
H -6.768 -6.452 -2.235
H 1.332 3.364 -0.194
H 6.993 0.295 2.118
P -4.565 -3.920 -2.872
H -2.526 -6.407 -3.438
O -3.569 -4.694 -3.867
H -5.139 -7.055 -2.603
H 1.947 4.639 -1.412
H 5.942 -3.702 0.580
C -1.425 4.464 1.552
O -5.252 -5.091 -2.025
O 2.784 -1.207 1.091
O -5.735 -3.418 -3.846
C -5.815 -6.202 -2.703
C -0.641 5.318 -0.702
H 4.573 -2.873 -0.195
H -1.934 -1.036 0.234
C 4.870 -3.506 0.645
H -2.124 3.846 3.728
H 4.335 4.525 -0.390
H -6.145 -2.093 -5.357
C 4.018 3.229 2.815
H 2.227 -2.206 3.667
C -0.780 5.935 1.639
P -2.966 -0.057 -0.082
O 3.919 -1.015 3.426
C -2.438 -5.329 -3.289
C -5.575 -2.132 -4.428
H -2.997 1.329 2.845
C -1.818 2.664 -0.499
H -2.354 -5.124 -2.219
O -3.927 -2.859 -2.059
H -4.524 -1.925 -4.651
O -0.636 5.719 -1.903
C -1.331 4.061 0.026
C 1.533 5.548 0.624
O 4.592 -2.895 1.896
C 2.004 4.301 -0.303
H 2.170 6.459 0.263
H 1.823 5.416 1.745
H 3.651 2.809 -0.595
C 2.681 -1.294 4.064
C -2.045 3.509 2.635
C -2.431 1.649 0.582
O 5.275 -0.523 1.359
C 3.700 3.404 1.550
C -2.539 2.079 2.107
H -1.537 -4.974 -3.792
C 6.540 -0.688 1.978
C 3.521 3.809 -0.010
H -1.721 2.430 -1.617
H -5.961 -1.376 -3.743
H 2.859 -1.427 5.132
H 7.180 -1.281 1.321
```

SMILES: C#CCCCN1C(=O)c2ccc([PH2]=S)cc2C1=O.COP(=O)(OC)OC.COP(=O)(OC)OC
HOMO-LUMO gap in eV: 7.36


| no. | strongest force on any atom (eV/Å) |
| --- | --- |
| 1 | 5.64 |
| 2 | 8.31 |
| 3 | 1.13 |
| 4 | 0.63 |
| 5 | 0.97 |
| 6 | 0.71 |
| 7 | 0.34 |
| 8 | 6.58 |